Entry 1:
16
Properties=species:S:1:pos:R:3:forces:R:3:lowdin_charge:R:1 method="wB97M-V/def2-TZVPD" homo_energy_ev="-7.76 / -9.45" multiplicity=6 homo_lumo_gap_ha="0.312 / 0.255"
O -0.9961 -0.8988 1.2206 0.2 -0.6 0.7 -0.347
O 0.9828 -0.2147 0.4594 -1.0 -0.7 0.0 -0.040
C 1.7302 0.9102 0.5690 0.5 0.8 0.3 -0.238
C 2.8540 0.9529 1.2857 -0.2 -0.1 -0.4 0.040
C -0.4233 -0.0640 0.4093 1.2 4.1 -2.7 -0.419
H 1.3394 1.7881 0.0427 0.2 -0.3 -0.1 0.123
H -0.7340 0.9748 0.6391 0.5 -0.3 0.3 0.148
H 3.5111 1.8148 1.1920 -0.3 -0.1 0.2 0.057
H 3.1634 0.1160 1.9129 0.0 0.2 -0.4 0.069
Ir -2.2893 -2.1630 0.6388 -2.1 -3.3 1.7 1.430
O -1.4923 -2.2678 -1.3464 0.1 0.1 -0.4 -0.148
O -3.1003 -0.8611 -0.8016 -0.3 0.5 -0.6 -0.177
C -1.9439 -1.0694 -1.3249 0.6 0.7 -0.5 -0.766
C -0.9973 0.0508 -1.3819 0.7 -0.5 1.5 0.044
H -1.4880 1.0222 -1.4984 0.2 -0.3 0.2 0.109
H -0.1166 -0.0910 -2.0164 -0.3 -0.1 0.3 0.115

Entry 2:
184
Properties=species:S:1:pos:R:3:forces:R:3:lowdin_charge:R:1 method="wB97M-V/def2-TZVPD" homo_energy_ev=-9.38 de_lowest_kj_mol=156.3 homo_lumo_gap_ha=0.349
C -4.0522 1.3078 1.1035 0.0 0.0 0.3 -0.608
O -3.7237 2.4022 0.6195 0.7 -0.5 0.4 -0.048
N -5.3137 1.0763 1.4557 0.9 -1.5 0.4 0.210
N -3.0683 0.3198 1.3597 -2.4 -0.7 -0.1 0.179
H -5.5432 0.1346 1.7645 -0.3 0.4 0.0 0.107
H -5.9408 1.8650 1.3848 -0.8 0.2 -0.2 0.052
H -3.3721 -0.6377 1.0603 0.2 1.1 0.6 0.087
H -2.3111 0.6205 0.8205 1.8 0.1 -0.8 0.046
C -1.1127 -1.2123 5.0141 -1.1 2.0 0.1 -0.684
O -0.8385 -2.3047 5.4517 1.1 -1.8 0.4 0.009
N -1.2658 -0.1060 5.8217 0.5 -0.1 1.7 0.161
N -1.3340 -0.9054 3.7099 0.1 -0.4 -0.3 0.166
H -0.9930 -0.0578 6.8433 -0.6 -0.5 -2.1 0.148
H -1.3654 0.7661 5.3486 0.1 0.5 0.0 0.078
H -1.1924 -1.5761 2.9543 0.2 0.0 0.3 0.045
H -1.9469 -0.1403 3.4945 0.0 0.2 -0.2 0.072
C 4.1858 -7.9936 -0.4499 0.5 -0.1 -0.8 -0.650
O 5.1721 -8.7537 -0.4944 -1.7 0.9 0.4 -0.013
N 4.1058 -6.8891 0.3537 0.5 -0.8 -0.1 0.143
N 3.0731 -8.2069 -1.2898 0.7 1.0 1.2 0.140
H 3.3246 -6.2510 0.2036 0.3 0.1 0.5 0.048
H 4.7789 -6.8747 1.1269 -0.7 0.4 -0.7 0.111
H 3.2381 -9.0483 -1.7549 -0.1 -1.2 -1.3 0.064
H 2.4649 -7.4968 -1.7044 0.5 -0.3 0.6 0.087
C 1.3855 1.2414 -3.5155 0.2 0.3 -0.9 -0.689
O 1.6793 0.4806 -2.5955 -0.1 -1.2 0.7 -0.017
N 1.2319 0.8698 -4.7864 0.5 -1.1 0.2 0.211
N 1.2965 2.5358 -3.2511 0.0 1.5 0.6 0.203
H 1.4624 -0.1015 -4.9039 -0.4 -0.4 -0.8 0.049
H 1.0164 1.4161 -5.6050 -0.2 0.4 0.1 0.063
H 0.8330 3.1843 -3.8299 -0.5 0.5 -0.8 0.069
H 1.2373 2.7234 -2.2833 0.1 0.3 1.0 0.060
C 5.3700 -3.9527 -2.5740 -1.9 1.2 -0.4 -0.612
O 5.0038 -2.7619 -2.3861 1.4 -2.1 -0.2 -0.026
N 4.3918 -4.9579 -2.6161 0.5 0.4 0.8 0.131
N 6.6651 -4.3521 -2.8230 1.4 1.1 -0.7 0.138
H 3.4950 -4.6550 -2.1706 0.8 -0.4 -0.1 0.065
H 4.6640 -5.8969 -2.2913 -0.1 0.7 -0.4 0.093
H 7.3452 -3.6267 -3.1500 -1.3 -0.5 0.9 0.129
H 6.8628 -5.1819 -3.3688 -0.7 -0.2 0.4 0.100
C 1.1548 -4.4880 -0.5011 1.3 -0.4 -0.6 -0.575
O 2.1251 -5.1384 -0.9498 -0.5 0.1 0.0 -0.064
N 0.5466 -4.8987 0.6792 0.0 0.3 0.5 0.164
N 0.6669 -3.3788 -1.1206 -0.2 -1.8 1.2 0.191
H 1.0116 -5.6304 1.2362 0.0 0.7 -1.0 0.109
H 0.1822 -4.1514 1.2740 -0.2 -0.1 -0.4 0.064
H -0.1718 -3.1119 -0.6515 -0.6 0.6 -0.5 0.041
H 0.9343 -3.0423 -2.0552 0.3 -0.4 0.7 0.088
C 2.8646 -2.1577 4.7841 1.3 -1.1 -1.2 -0.693
O 4.0477 -1.8513 4.6051 0.8 0.1 -0.3 -0.028
N 2.3385 -3.2804 4.2331 -0.9 0.3 0.6 0.185
N 2.0702 -1.3783 5.4726 -2.1 1.4 1.4 0.201
H 1.4332 -3.5722 4.5715 0.2 -0.2 -0.4 0.063
H 2.9192 -3.8411 3.6390 0.2 -0.3 -0.3 0.059
H 2.4542 -0.4561 5.6367 -0.4 -0.1 0.1 0.109
H 1.0558 -1.5513 5.5846 1.2 0.1 -0.1 0.077
C -1.2791 -6.0037 4.1532 -1.7 -3.1 0.2 -0.550
O -2.3804 -5.5442 3.7902 2.5 -0.4 0.5 -0.001
N -0.2239 -5.4160 4.7839 -0.8 0.6 -0.4 0.170
N -1.1338 -7.4270 4.1041 -0.8 1.4 -0.8 0.131
H 0.2768 -6.0721 5.3664 0.1 0.4 0.1 0.113
H -0.4577 -4.5073 5.1709 0.2 0.1 0.2 0.077
H -0.2283 -7.8398 4.1827 0.5 0.0 0.0 0.077
H -1.7275 -7.8876 3.4103 0.3 0.4 0.5 0.107
C -2.6453 1.8416 -3.2308 -0.7 1.1 1.3 -0.586
O -3.1381 2.9028 -3.6315 0.8 -1.3 -0.5 0.006
N -2.7183 1.5806 -1.8555 0.9 -1.2 -1.7 0.149
N -1.9712 0.9018 -3.9879 -0.9 1.8 1.4 0.198
H -3.2563 2.1360 -1.2123 -0.2 0.1 -0.1 0.054
H -2.4975 0.6322 -1.6012 0.1 0.0 0.4 0.045
H -2.0605 1.0443 -4.9596 0.1 -0.2 -1.0 0.096
H -1.8660 -0.0042 -3.6028 0.3 -0.9 0.0 0.073
C 0.5945 3.6796 -6.5233 2.4 1.3 -0.7 -0.777
O 0.3347 2.6397 -7.0135 -2.1 -4.5 -1.2 0.039
N 1.9215 3.9818 -6.3911 -0.4 2.0 0.9 0.170
N -0.3078 4.6441 -6.3064 -1.1 2.1 1.9 0.175
H 2.6822 3.3253 -6.3543 -0.4 -0.1 0.0 0.111
H 2.0142 4.9097 -6.0348 1.2 0.3 0.3 0.073
H -1.2833 4.2957 -6.3016 1.1 0.5 0.1 0.120
H -0.0779 5.4450 -5.6412 -0.8 -1.4 -1.1 0.097
C 3.3777 4.0491 -1.2230 -0.4 -0.3 -0.4 -0.625
O 3.3542 5.1280 -1.8328 -0.4 -0.6 1.1 -0.031
N 4.2511 3.0912 -1.5850 1.0 0.0 -0.2 0.172
N 2.4578 3.5977 -0.2715 -0.4 2.2 -0.6 0.175
H 4.8640 3.2961 -2.3908 -0.6 -0.2 1.2 0.134
H 4.4865 2.4143 -0.8671 0.0 -0.4 -0.6 0.074
H 1.8359 4.2520 0.2131 0.6 -0.1 -0.5 0.100
H 2.6881 2.7918 0.2514 0.4 -1.2 0.3 0.042
C 0.7038 6.3327 -3.3941 -0.9 1.3 1.7 -0.665
O -0.1760 6.9126 -4.0387 -0.2 -0.3 -0.8 -0.036
N 0.4444 5.4523 -2.3746 -0.9 1.3 -1.6 0.198
N 2.0108 6.6866 -3.4926 1.5 0.3 -1.3 0.151
H -0.4557 5.2896 -1.9154 0.6 -0.2 -0.6 0.083
H 1.2786 4.9742 -2.2675 1.3 -1.6 1.7 0.011
H 2.2923 7.2211 -4.3232 -0.6 -0.3 0.8 0.115
H 2.7940 6.3455 -2.8974 -1.4 0.0 -0.5 0.069
C 0.2098 -1.4978 0.8183 -1.8 -1.3 1.5 -0.743
O -0.6691 -2.2587 1.2755 -0.9 -0.8 0.2 -0.073
N 0.0348 -0.8481 -0.2934 0.0 2.3 -2.8 0.199
N 1.3135 -1.3188 1.5046 1.3 0.4 0.7 0.248
H 0.8551 -0.3349 -0.6112 -0.4 0.1 -0.6 0.095
H -0.7254 -1.0424 -0.9980 1.0 -0.1 1.4 0.097
H 2.0022 -0.7297 1.1130 1.0 0.5 -0.1 0.068
H 1.4829 -1.8061 2.3687 0.0 -0.1 -0.1 0.101
C -4.0815 4.3033 3.9960 -0.5 -0.2 0.8 -0.676
O -4.3537 5.4578 4.2304 0.2 1.3 0.0 0.020
N -5.0848 3.3569 4.2241 0.3 -0.3 -0.5 0.145
N -2.7912 3.9148 3.7522 -0.1 -1.9 -0.7 0.173
H -5.2103 2.6482 3.5126 0.1 -0.1 0.1 0.056
H -5.9534 3.8497 4.4314 0.4 -0.2 -0.3 0.102
H -2.5326 3.0790 3.2160 -0.7 0.3 0.5 0.086
H -2.1697 4.6396 3.5086 0.5 1.1 -0.1 0.060
C -6.4161 4.4422 0.8155 -0.7 0.5 -0.5 -0.580
O -6.8967 3.3564 1.2243 0.6 2.1 -0.5 -0.016
N -5.2144 4.6254 0.2578 0.2 -1.3 0.4 0.177
N -7.1017 5.6815 0.7066 -0.2 -2.0 0.1 0.143
H -4.9005 5.5444 0.0484 0.3 0.3 -0.2 0.073
H -4.5471 3.8705 0.3529 0.2 0.0 0.0 0.045
H -7.9581 5.6870 1.1876 -1.2 0.1 0.7 0.073
H -6.5312 6.4623 0.9191 0.4 0.7 0.2 0.079
C -4.6150 -3.3539 2.4953 0.3 -0.7 -0.1 -0.602
O -5.2466 -2.4667 1.8611 1.3 -0.7 1.0 -0.062
N -5.2844 -4.5558 2.8053 1.5 0.5 0.0 0.137
N -3.2745 -3.3017 2.8487 -2.1 -0.1 -0.6 0.174
H -4.8320 -5.3310 3.3138 -0.4 1.1 -0.4 0.094
H -6.2780 -4.4646 2.8311 -0.3 -0.1 0.0 0.084
H -2.7527 -4.1268 3.2052 -0.6 0.8 -0.1 0.036
H -2.7924 -2.4578 2.6212 0.0 0.1 -0.2 0.036
C 4.2349 0.1102 1.1372 1.8 -0.7 -1.7 -0.629
O 3.7105 0.8892 0.3098 -0.4 -0.6 0.9 -0.040
N 5.0132 -0.9521 0.6764 -0.2 0.7 1.5 0.182
N 4.1833 0.2925 2.4661 -0.1 0.0 -0.3 0.206
H 5.5817 -1.5547 1.2704 -0.7 0.6 0.2 0.050
H 5.0108 -1.2296 -0.2674 -0.3 0.2 -1.3 0.063
H 4.5356 -0.3777 3.1356 -0.3 -0.1 0.0 0.077
H 3.4703 0.9355 2.7511 -0.1 0.3 0.6 0.069
C -3.2682 -2.1299 -1.2275 -2.4 -0.2 -0.4 -0.661
O -2.2183 -1.8612 -1.7525 2.5 0.5 -0.7 0.004
N -4.3054 -1.2103 -1.3204 -1.8 -1.4 0.9 0.155
N -3.5382 -3.3423 -0.6593 0.7 0.4 -0.3 0.201
H -5.2690 -1.6015 -1.2083 1.3 0.7 0.0 0.131
H -4.2321 -0.4556 -1.9911 0.2 -0.3 0.1 0.087
H -4.3116 -3.4401 -0.0292 -0.2 0.0 0.3 0.069
H -2.7210 -3.9356 -0.5248 -0.5 0.3 0.1 0.118
C 5.2308 -3.9083 1.8413 -0.9 0.3 1.6 -0.599
O 4.0567 -4.2578 2.0558 1.6 0.3 -0.7 0.002
N 5.8853 -2.9578 2.6432 -0.1 -0.8 -0.5 0.122
N 6.0367 -4.3888 0.8477 1.0 1.4 2.0 0.186
H 5.5031 -2.6676 3.5461 -0.4 -0.3 -0.3 0.076
H 6.8824 -3.0160 2.5694 0.3 0.2 0.3 0.093
H 5.6038 -4.8082 0.0908 -0.7 -1.0 -1.7 0.044
H 6.9515 -3.9443 0.7604 -0.7 -0.5 -0.5 0.117
C -1.5521 4.7572 0.5020 0.7 1.4 -0.4 -0.552
O -0.6592 4.4538 1.3361 -1.6 -0.1 -1.0 -0.059
N -2.3298 5.9326 0.6496 1.9 -2.4 2.3 0.168
N -1.7160 4.1139 -0.7157 0.1 0.8 1.6 0.145
H -2.6751 6.3276 -0.1781 -0.6 0.8 -1.0 0.034
H -2.1745 6.4525 1.5324 -0.1 -0.4 -1.4 0.127
H -2.5387 4.4051 -1.2552 0.5 -0.3 0.1 0.055
H -1.3834 3.1646 -0.7870 -0.1 0.1 0.0 0.085
C 1.8512 -2.5822 -4.6619 2.0 1.8 -2.1 -0.551
O 1.2234 -1.8518 -5.4883 0.6 -2.4 2.4 -0.030
N 2.5709 -3.7092 -5.0399 -0.9 1.0 1.8 0.150
N 2.1970 -2.1774 -3.3464 -1.1 0.2 -0.6 0.110
H 3.0223 -4.1026 -4.1901 -0.3 -0.6 -1.8 0.068
H 2.4015 -4.1403 -5.9437 0.2 0.0 0.7 0.109
H 3.1897 -2.1761 -3.0228 -0.9 -0.4 -0.6 0.088
H 1.7273 -1.2869 -3.1094 0.6 -0.2 0.0 0.052
C -3.6912 5.5166 -3.0706 -2.2 1.1 -1.0 -0.671
O -3.3201 5.8044 -1.9562 0.5 0.2 2.0 -0.021
N -5.0377 5.2451 -3.3055 0.2 -0.3 -0.6 0.162
N -2.8967 5.6810 -4.1422 0.3 0.9 -2.0 0.162
H -5.7245 5.0242 -2.5824 1.1 0.1 -0.1 0.102
H -5.3326 4.9835 -4.2377 0.2 0.0 0.3 0.093
H -2.1291 6.4016 -4.1625 -0.7 -1.2 0.8 0.104
H -3.4106 5.6680 -5.0221 0.4 -0.2 0.3 0.104
C 1.2173 2.3857 3.6008 0.4 -1.6 -0.9 -0.585
O 2.0407 1.7092 4.2619 -1.6 1.6 -0.8 -0.025
N 1.0608 3.7336 3.4996 0.7 -0.5 0.2 0.167
N 0.2518 1.7189 2.7390 0.9 2.0 0.1 0.129
H 1.7986 4.4006 3.7312 -0.4 -0.7 0.0 0.124
H 0.4496 3.9235 2.7192 -0.2 1.0 0.0 0.022
H 0.1442 2.0993 1.7564 0.2 -0.6 1.8 0.099
H 0.3914 0.7442 2.8361 0.0 -1.1 -0.4 0.020

no.,M (Da)
1,322.32
2,1381.29